[1]
Below is a structure of composition CHF3IrNO3S2 at a distorted geometry, with properties calculated with the ωB97M-V functional and the def2-TZVPD basis.

Structure (XYZ):
```
12
Properties=species:S:1:pos:R:3
Ir 0.144 0.667 1.124
S 1.101 -1.526 -0.304
S 1.445 1.579 -0.709
F -1.854 0.685 0.788
F -2.940 -1.044 0.048
F -3.389 0.921 -0.711
O 0.222 -1.190 0.989
O 2.417 -2.079 0.230
O 2.402 1.974 0.518
N 1.428 -0.067 -1.000
C -2.421 0.104 -0.346
H -1.650 -0.034 -1.121
```

Computed properties:
- Energy above the lowest of the compared OMol25 structures with the same formula, charge and spin: 11.41 kcal/mol
- Multiplicity: 5
- LUMO energy (spin up / spin down): -0.0513 / -0.0983 hartree
- Frontier orbital gap (spin up / spin down): 7.20 / 6.70 eV

=====

[2]
Below is a structure of composition CHF3LaMgNO3S2 at a distorted geometry, with properties calculated with the ωB97M-V functional and the def2-TZVPD basis.

Structure (XYZ):
```
13
Properties=species:S:1:pos:R:3
La -0.390 -2.875 -1.360
S 1.097 0.288 -0.735
S 2.304 -2.259 -0.009
Mg -5.092 1.122 -0.969
F 2.161 1.231 1.482
F 0.153 1.919 1.112
F 0.485 -0.100 1.808
O 3.018 -3.303 -1.070
O -0.206 -0.566 -0.760
O -3.682 1.735 0.089
N 2.412 -0.641 -0.644
C 0.964 0.878 1.047
H -3.223 2.572 0.010
```

Computed properties:
- Energy above the lowest of the compared OMol25 structures with the same formula, charge and spin: 0.00 kcal/mol
- Multiplicity: 1
- Total charge: +2
- LUMO energy (spin up / spin down): -0.3784 / -0.3783 hartree
- Frontier orbital gap (spin up / spin down): 4.10 / 3.19 eV

=====

[3]
Below is a structure of composition CHF3MgNO3S2Yb at a distorted geometry, with properties calculated with the ωB97M-V functional and the def2-TZVPD basis.

Structure (XYZ):
```
13
Properties=species:S:1:pos:R:3
Yb -0.461 -2.494 2.119
S -0.090 -0.367 -0.043
S 1.877 0.793 -1.557
Mg 2.818 -0.290 1.152
F -2.064 1.017 1.024
F -0.177 2.051 1.088
F -1.255 1.891 -0.769
O -1.114 -1.442 0.174
O 0.802 -0.558 1.243
O 3.088 0.245 -0.635
N 0.627 -0.428 -1.390
C -0.965 1.295 0.361
H -3.086 -1.712 -2.767
```

Computed properties:
- Energy above the lowest of the compared OMol25 structures with the same formula, charge and spin: 16.03 kcal/mol
- Multiplicity: 2
- Total charge: +2
- LUMO energy: -0.3677 hartree
- Frontier orbital gap: 4.30 eV

=====

[4]
Below is an isolated molecule of CHF3N2 at a distorted geometry, with properties calculated with the ωB97M-V functional and the def2-TZVPD basis.

Structure (XYZ):
```
7
Properties=species:S:1:pos:R:3
F -1.711 -0.738 -0.955
F -0.266 0.604 -1.806
F 2.229 -0.026 1.179
N 1.215 0.248 0.287
N -1.039 0.435 -0.725
C 0.058 -0.025 0.612
H -0.486 -0.498 1.407
```

Computed properties:
- Energy above the lowest of the compared OMol25 structures with the same formula, charge and spin: 192.81 kcal/mol
- Multiplicity: 1
- LUMO energy: 0.0228 hartree
- Structure (SMILES): F/N=C/N(F)F
- Frontier orbital gap: 11.52 eV

=====

[5]
Below is a cluster of 2 separate species, CHF3N3 in total at a distorted geometry, with properties calculated with the ωB97M-V functional and the def2-TZVPD basis.

Structure (XYZ):
```
8
Properties=species:S:1:pos:R:3
F 0.224 1.470 0.370
F -1.522 4.522 0.601
F -0.743 -0.500 0.240
N -1.073 3.563 -1.622
N 0.454 0.147 0.077
N -1.455 2.543 -0.781
C -1.378 3.826 -0.387
H 1.171 -0.342 0.735
```

Computed properties:
- Energy above the lowest of the compared OMol25 structures with the same formula, charge and spin: 72.86 kcal/mol
- Multiplicity: 1
- Total charge: +1
- LUMO energy: -0.3171 hartree
- Frontier orbital gap: 6.01 eV

=====

[6]
Below is a structure of composition CHF3O2P at a distorted geometry, with properties calculated with the ωB97M-V functional and the def2-TZVPD basis.

Structure (XYZ):
```
8
Properties=species:S:1:pos:R:3
P 0.080 1.053 -0.012
F -2.220 -0.800 0.692
F -2.855 -0.022 -1.237
F -3.138 1.109 0.616
O 0.368 1.706 -1.330
O 0.584 1.699 1.179
C -2.266 0.296 -0.029
H 0.308 -0.246 -0.159
```

Computed properties:
- Energy above the lowest of the compared OMol25 structures with the same formula, charge and spin: 61.18 kcal/mol
- Multiplicity: 1
- Total charge: -1
- LUMO energy: 0.1581 hartree
- Frontier orbital gap: 9.10 eV

=====

[7]
Below is a cluster of 2 separate species, CHF3O2S in total at a distorted geometry, with properties calculated with the ωB97M-V functional and the def2-TZVPD basis.

Structure (XYZ):
```
8
Properties=species:S:1:pos:R:3
S -0.396 -1.087 0.369
F 2.106 0.568 -0.658
F -0.457 1.224 -0.754
F -1.045 1.183 1.410
O -0.531 -1.573 1.697
O -0.678 -1.957 -0.721
C -1.216 0.621 0.197
H 2.216 1.021 -1.539
```

Computed properties:
- Energy above the lowest of the compared OMol25 structures with the same formula, charge and spin: 78.68 kcal/mol
- Multiplicity: 1
- LUMO energy (spin up / spin down): -0.0817 / -0.0794 hartree
- Structure (SMILES): O=S(=O)=C(F)F.F
- Frontier orbital gap (spin up / spin down): 8.21 / 8.05 eV

=====

[8]
Below is a structure of composition CHFI2S at a distorted geometry, with properties calculated with the ωB97M-V functional and the def2-TZVPD basis.

Structure (XYZ):
```
6
Properties=species:S:1:pos:R:3
I 0.012 -1.944 -0.796
I 2.774 0.471 -0.442
S 1.281 2.029 0.284
F -1.505 -0.469 1.325
C -0.932 -0.258 0.138
H -1.629 0.173 -0.509
```

Computed properties:
- Energy above the lowest of the compared OMol25 structures with the same formula, charge and spin: 73.12 kcal/mol
- Multiplicity: 1
- LUMO energy (spin up / spin down): -0.0982 / -0.0981 hartree
- Frontier orbital gap (spin up / spin down): 5.73 / 5.74 eV

=====

[9]
Below is an isolated molecule of CHFINO2 at a distorted geometry, with properties calculated with the ωB97M-V functional and the def2-TZVPD basis.

Structure (XYZ):
```
7
Properties=species:S:1:pos:R:3
I 1.677 0.907 0.465
F 1.715 1.029 -1.491
O 0.243 -1.687 0.119
O -1.805 -1.041 -0.149
N -0.630 -0.842 0.108
C -0.249 0.545 0.256
H -0.950 1.090 0.693
```

Computed properties:
- Energy above the lowest of the compared OMol25 structures with the same formula, charge and spin: 39.35 kcal/mol
- Multiplicity: 3
- LUMO energy (spin up / spin down): 0.0039 / -0.1250 hartree
- Frontier orbital gap (spin up / spin down): 8.44 / 7.19 eV

=====

[10]
Below is the ion CHFIO3S with charge -1 at a distorted geometry, with properties calculated with the ωB97M-V functional and the def2-TZVPD basis.

Structure (XYZ):
```
8
Properties=species:S:1:pos:R:3
I -0.533 -0.686 -2.970
S -0.665 0.521 -0.826
F -0.668 2.047 0.142
O 1.753 -0.605 1.713
O -1.433 -0.385 -0.058
O 0.902 0.174 -0.204
C 0.795 -0.386 0.970
H -0.152 -0.680 1.233
```

Computed properties:
- Energy above the lowest of the compared OMol25 structures with the same formula, charge and spin: 14.27 kcal/mol
- Multiplicity: 1
- Total charge: -1
- LUMO energy: 0.1156 hartree
- Frontier orbital gap: 7.43 eV

=====

[11]
Below is a structure of composition CHFN2 at a distorted geometry, with properties calculated with the ωB97M-V functional and the def2-TZVPD basis.

Structure (XYZ):
```
5
Properties=species:S:1:pos:R:3
F 0.925 -1.183 -0.266
N -2.045 0.329 -0.202
N 0.848 -0.038 0.468
C -0.947 0.206 0.041
H 1.220 0.687 -0.041
```

Computed properties:
- Energy above the lowest of the compared OMol25 structures with the same formula, charge and spin: 61.46 kcal/mol
- Multiplicity: 1
- LUMO energy: -0.0331 hartree
- Frontier orbital gap: 11.32 eV

=====

[12]
Below is a structure of composition CHFN2OS at a distorted geometry, with properties calculated with the ωB97M-V functional and the def2-TZVPD basis.

Structure (XYZ):
```
7
Properties=species:S:1:pos:R:3
S 0.031 -0.380 -0.051
F -0.437 -0.380 -1.679
O -0.697 -2.154 0.968
N 1.389 0.138 0.214
N -1.604 1.991 0.407
C -0.940 1.095 0.222
H 2.258 -0.310 -0.080
```

Computed properties:
- Energy above the lowest of the compared OMol25 structures with the same formula, charge and spin: 141.79 kcal/mol
- Multiplicity: 1
- LUMO energy (spin up / spin down): -0.0868 / -0.0905 hartree
- Frontier orbital gap (spin up / spin down): 8.91 / 8.69 eV

=====

[13]
Below is an isolated molecule of CHFO2 at a distorted geometry, with properties calculated with the ωB97M-V functional and the def2-TZVPD basis.

Structure (XYZ):
```
5
Properties=species:S:1:pos:R:3
F -1.811 0.370 0.401
O 1.383 -0.642 -0.642
O -0.725 -0.407 -0.356
C 0.512 -0.063 -0.074
H 0.642 0.741 0.670
```

Computed properties:
- Energy above the lowest of the compared OMol25 structures with the same formula, charge and spin: 112.66 kcal/mol
- Multiplicity: 1
- LUMO energy: -0.0629 hartree
- Structure (SMILES): O=COF
- Frontier orbital gap: 10.25 eV

=====

[14]
Below is a structure of composition CHHgO2 at a distorted geometry, with properties calculated with the ωB97M-V functional and the def2-TZVPD basis.

Structure (XYZ):
```
5
Properties=species:S:1:pos:R:3
Hg 1.771 0.734 0.054
O 0.376 -0.642 -0.021
O -1.480 0.556 -0.021
C -0.284 0.677 -0.047
H -0.382 -1.326 0.034
```

Computed properties:
- Energy above the lowest of the compared OMol25 structures with the same formula, charge and spin: 27.68 kcal/mol
- Multiplicity: 1
- Total charge: +1
- LUMO energy: -0.3064 hartree
- Frontier orbital gap: 7.79 eV

=====

[15]
Below is a cluster of 2 separate species, CHI2N in total at a distorted geometry, with properties calculated with the ωB97M-V functional and the def2-TZVPD basis.

Structure (XYZ):
```
5
Properties=species:S:1:pos:R:3
I 4.958 0.236 0.116
I 0.219 1.625 -0.102
N 3.254 -2.256 -0.652
C 3.848 -1.348 -0.360
H -0.294 0.584 -1.045
```

Computed properties:
- Energy above the lowest of the compared OMol25 structures with the same formula, charge and spin: 3.94 kcal/mol
- Multiplicity: 1
- LUMO energy: -0.0055 hartree
- Structure (SMILES): N#CI.I
- Frontier orbital gap: 10.01 eV

=====

[16]
Below is a structure of composition CHI2NO at a distorted geometry, with properties calculated with the ωB97M-V functional and the def2-TZVPD basis.

Structure (XYZ):
```
6
Properties=species:S:1:pos:R:3
I -0.034 -0.427 3.687
I -0.935 -2.906 1.386
O -0.131 1.334 1.189
N 0.171 -1.294 1.850
C -0.008 0.317 0.656
H 0.012 -0.110 -0.334
```

Computed properties:
- Energy above the lowest of the compared OMol25 structures with the same formula, charge and spin: 48.56 kcal/mol
- Multiplicity: 1
- LUMO energy: -0.0296 hartree
- Frontier orbital gap: 7.54 eV

=====

[17]
Below is a cluster of 2 separate species, CHI2NOS in total at a distorted geometry, with properties calculated with the ωB97M-V functional and the def2-TZVPD basis.

Structure (XYZ):
```
7
Properties=species:S:1:pos:R:3
I 0.549 -2.701 -4.374
I -2.036 0.220 -4.563
S 0.008 -0.499 -3.520
O -1.194 2.879 -2.512
N -0.726 1.981 -0.412
C -0.997 2.388 -1.511
H -0.467 1.074 -0.182
```

Computed properties:
- Energy above the lowest of the compared OMol25 structures with the same formula, charge and spin: 0.00 kcal/mol
- Multiplicity: 1
- LUMO energy: -0.0607 hartree
- Structure (SMILES): N=C=O.ISI
- Frontier orbital gap: 7.36 eV

=====

[18]
Below is a structure of composition CHI2P at a distorted geometry, with properties calculated with the ωB97M-V functional and the def2-TZVPD basis.

Structure (XYZ):
```
5
Properties=species:S:1:pos:R:3
I -2.134 -0.587 0.108
I 1.364 0.460 -0.379
P 0.953 2.713 -1.306
C -0.137 -1.169 0.224
H -0.045 -1.417 1.353
```

Computed properties:
- Energy above the lowest of the compared OMol25 structures with the same formula, charge and spin: 95.77 kcal/mol
- Multiplicity: 1
- LUMO energy (spin up / spin down): -0.0521 / -0.0844 hartree
- Frontier orbital gap (spin up / spin down): 6.68 / 5.64 eV

=====

[19]
Below is a structure of composition CHI2PS at a distorted geometry, with properties calculated with the ωB97M-V functional and the def2-TZVPD basis.

Structure (XYZ):
```
6
Properties=species:S:1:pos:R:3
I -0.940 -2.103 1.349
I -1.593 1.148 -0.051
S 1.719 0.947 -1.850
P 0.283 -0.253 -1.420
C -0.110 -0.178 0.730
H 0.640 0.439 1.242
```

Computed properties:
- Energy above the lowest of the compared OMol25 structures with the same formula, charge and spin: 17.08 kcal/mol
- Multiplicity: 1
- LUMO energy: -0.0387 hartree
- Frontier orbital gap: 7.59 eV

=====

[20]
Below is a structure of composition CHI2PS at a distorted geometry, with properties calculated with the ωB97M-V functional and the def2-TZVPD basis.

Structure (XYZ):
```
6
Properties=species:S:1:pos:R:3
I -2.313 -1.503 -0.442
I -0.782 1.698 -0.508
S 2.055 0.164 0.698
P 0.032 0.069 1.173
C -0.446 -0.551 -0.427
H 1.454 0.123 -0.494
```

Computed properties:
- Energy above the lowest of the compared OMol25 structures with the same formula, charge and spin: 47.95 kcal/mol
- Multiplicity: 1
- LUMO energy: -0.0349 hartree
- Frontier orbital gap: 7.41 eV